1.
Entry from the Open Molecules 2025 dataset: C20H18BBrF9IrN7O2P as an isolated structure in a non-equilibrium geometry (the ωB97M-V functional and the def2-TZVPD basis).

Structure (XYZ):
```
60
C20H18BBrF9IrN7O2P (the ωB97M-V functional and the def2-TZVPD basis)
Ir -0.4282 -0.6005 -0.1846
Br -2.1691 -4.1462 0.8222
P 2.0586 1.7757 0.5534
F -1.7443 -2.3449 3.4806
F 0.3564 -3.3504 -0.1673
F -2.3884 -0.1369 3.4373
F 2.2173 -3.6852 -1.6643
F -3.6452 -1.7059 2.3350
F -1.5177 -1.0994 1.5248
F 2.1445 -1.8131 -2.6933
F 2.7559 -1.8714 -0.6181
F -0.2752 -2.7150 -2.1734
O -1.6395 0.5776 -1.3734
O -3.3829 1.0275 -2.6471
N 2.8842 -0.2968 2.2836
N 1.0703 -0.7767 1.1867
N 2.1769 1.8324 -2.2639
N -0.1113 3.3823 1.4874
N -2.4637 -1.8486 -0.8332
N -0.6637 1.3540 0.8768
N 0.7848 0.3424 -1.5096
C 0.3913 -2.3189 -1.0478
C -4.8023 -2.8769 -1.9907
C 3.1950 2.8797 -2.3204
C -1.4526 3.2367 1.7131
C -2.7652 0.2560 -1.9578
C 2.4402 -1.5055 2.7448
C -3.2189 -1.1400 -1.6902
C 2.0336 0.1312 1.3335
C -2.9249 -3.0613 -0.5055
C 1.9072 -2.3983 -1.5173
C 1.6976 1.2451 -1.1538
C 1.5241 1.3044 -3.3473
C 0.3394 2.2180 0.9736
C -4.0763 -3.6040 -1.0752
C -1.7862 1.9694 1.3320
C 1.3009 -1.8018 2.0639
C -4.3695 -1.5963 -2.2874
C 0.6743 4.5811 1.7566
C 4.0792 0.3974 2.7599
C 0.6485 0.3847 -2.8716
B -2.4295 -1.3603 2.8284
H 4.7365 0.6282 1.9254
H 0.6206 -2.6280 2.1730
H 3.4350 3.0529 -3.3649
H -2.0442 4.0341 2.1271
H 4.0924 2.5593 -1.7975
H 4.5971 -0.2660 3.4455
H -2.7335 1.4631 1.3878
H 1.7407 1.6246 -4.3506
H -4.8924 -0.9261 -2.9546
H -5.6959 -3.2905 -2.4373
H 0.0065 5.3394 2.1540
H 1.1225 4.9550 0.8386
H 1.4484 4.3728 2.4919
H 3.8039 1.3092 3.2852
H 2.9545 -2.0381 3.5248
H 2.8158 3.8019 -1.8853
H -4.3879 -4.5896 -0.7651
H -0.0459 -0.2436 -3.3983
```

HOMO-LUMO gap (spin up / spin down) ... 8.50 / 6.64 eV
ΔE to the lowest compared entry with this formula, charge and spin ... 132.65 kJ/mol
Charge ... +1
Spin multiplicity ... 2
LUMO level (spin up / spin down) ... -3.24 / -5.09 eV

Atom charges from the Löwdin analysis, given in e for atoms 1 to 5: 1.653, 0.981, 1.208, 0.149, -0.034



2.
Entry from the Open Molecules 2025 dataset: the molecule CH6NOPS2 in a non-equilibrium geometry (the ωB97M-V functional and the def2-TZVPD basis).

Structure (XYZ):
```
12
CH6NOPS2 (the ωB97M-V functional and the def2-TZVPD basis)
S -0.4274 -1.2099 -0.5685
S 1.2574 1.7035 0.6551
P -0.3672 0.7810 0.3698
O -1.5408 1.9126 -0.5355
N -1.3486 0.5567 1.6711
C 1.4475 -1.4878 -1.0196
H 1.7606 -0.7866 -1.7708
H -2.2382 0.2159 1.3859
H 2.0261 -1.4654 -0.1027
H -0.9640 -0.1187 2.4176
H -1.1681 2.4580 -1.1431
H 1.5627 -2.5593 -1.3593
```

HOMO-LUMO gap ... 9.77 eV
SMILES ... CS[P@](N)(O)=S
ΔE to the lowest compared entry with this formula, charge and spin ... 73.70 kJ/mol
Charge ... 0
LUMO level ... 0.42 eV

Atom charges from the Löwdin analysis, given in e for atoms 1 to 5: 0.498, 0.248, -0.025, -0.284, -0.196



3.
Entry from the Open Molecules 2025 dataset: C26H29ClN2NiO6Te as an isolated structure in a non-equilibrium geometry (the ωB97M-V functional and the def2-TZVPD basis).

Structure (XYZ):
```
66
C26H29ClN2NiO6Te (the ωB97M-V functional and the def2-TZVPD basis)
Te -1.1741 -2.7527 -1.1511
Ni 0.2501 -0.1146 -0.1282
Cl 1.7977 -1.5674 -1.2752
O 5.7747 -2.0724 5.5944
O -1.1390 -1.5323 1.2324
O 1.8852 0.2938 1.1985
O 1.8409 2.4221 1.9528
O 3.9856 -2.7521 4.5909
O -2.6371 -2.3987 2.6470
N -0.7711 1.3156 1.2804
N 4.8432 -1.9219 4.8130
C -1.2927 -3.5100 -3.1547
C 0.3933 1.4124 -2.9086
C -2.0332 -3.3576 -5.4565
C 5.6320 0.3918 4.5001
C 2.2691 1.2549 1.8997
C -2.2502 -0.0582 2.7301
C -5.5493 -2.3462 -1.2688
C -0.2552 1.2919 -1.5368
C -3.2681 -3.0614 -0.8746
C -6.0226 -3.3723 -0.4631
C 0.0077 2.7077 -3.6297
C 3.4524 0.9338 2.8157
C -1.9747 -2.8413 -4.1695
C -5.1192 -4.2284 0.1501
C 4.3872 1.9152 3.1184
C 3.6074 -0.3410 3.3557
C 0.0322 0.2201 -3.7875
C -0.6465 -4.7006 -3.4774
C -1.0976 0.9253 2.6496
C -0.6897 -5.2168 -4.7676
C 5.4779 1.6500 3.9364
C -1.3898 -4.5498 -5.7612
C 4.6801 -0.5605 4.1924
C -3.7548 -4.0719 -0.0521
C -1.9853 -1.4614 2.1743
C -4.1829 -2.1888 -1.4602
H -2.4591 -1.8974 -3.9572
H 6.4550 0.1472 5.1535
H 0.0207 1.9654 1.3054
H -1.3451 1.1581 -1.6844
H -0.0983 -5.2285 -2.7075
H 0.2558 3.5803 -3.0203
H -3.0579 -4.7248 0.4563
H -6.2414 -1.6548 -1.7362
H 2.9100 -1.1256 3.0991
H -1.3389 1.8026 3.2684
H -7.0873 -3.4894 -0.2986
H -3.8201 -1.3667 -2.0648
H -2.5709 -2.8172 -6.2269
H -5.4754 -5.0123 0.8076
H -0.1749 -6.1440 -4.9920
H -1.0577 0.1791 -3.9038
H 0.5074 2.8130 -4.5980
H 4.2288 2.9014 2.7011
H -0.1500 2.2554 -1.0125
H 0.4671 0.2979 -4.7903
H -0.1961 0.4790 3.0746
H 1.4837 1.4295 -2.7793
H -2.5677 -0.1704 3.7705
H 0.3562 -0.7156 -3.3379
H 6.2068 2.4224 4.1467
H -1.5475 1.7918 0.8315
H -1.4268 -4.9495 -6.7679
H -1.0737 2.7249 -3.8073
H -3.1140 0.3426 2.1839
```

HOMO-LUMO gap (spin up / spin down) ... 5.37 / 6.12 eV
ΔE to the lowest compared entry with this formula, charge and spin ... 44.42 kJ/mol
Charge ... -2
Spin multiplicity ... 3
LUMO level (spin up / spin down) ... 3.86 / 3.86 eV

Atom charges from the Löwdin analysis, given in e for atoms 1 to 5: 1.413, 0.349, -0.176, 0.028, -0.248



4.
Entry from the Open Molecules 2025 dataset: C25H33KNO9PS3Te as an isolated structure in a non-equilibrium geometry (the ωB97M-V functional and the def2-TZVPD basis).

Structure (XYZ):
```
74
C25H33KNO9PS3Te (the ωB97M-V functional and the def2-TZVPD basis)
Te 2.4181 3.5994 2.3141
K 0.2100 -0.9634 0.6494
S -3.0265 0.6777 1.7683
S -2.8502 0.8387 -1.7957
S -0.8903 2.7637 0.0304
P 1.8530 1.3266 2.5207
O 1.0460 -3.8921 3.0171
O 1.6343 -2.6642 1.2152
O -1.2298 -7.5204 0.1589
O 2.1175 0.9285 4.0688
O -3.1917 -2.0238 -0.7935
O 0.5304 0.8022 2.0854
O 0.7180 0.0426 -1.6740
O 2.9603 0.3742 1.7765
O -3.4767 -3.7469 -2.2270
N -0.9996 -3.3669 0.2977
C 4.3544 0.5960 2.0048
C 5.1087 -0.5331 1.3302
C 1.0877 1.4082 -3.5360
C -3.0224 2.4968 1.8657
C 1.4064 0.9145 -2.1487
C 1.7734 2.4598 -4.1314
C 0.4468 2.2145 -6.1229
C -2.4989 2.5558 -2.2440
C 1.4566 2.8608 -5.4229
C 2.5518 1.5308 -1.3972
C 2.6569 -0.8258 5.6222
C -1.6479 3.1119 1.6325
C -2.1093 3.4928 -1.1058
C -0.2529 1.1713 -5.5258
C -4.3376 1.0843 -0.7678
C -0.2361 -5.5436 1.0052
C 0.9308 -3.5042 1.8361
C -2.9910 -3.1788 -1.2224
C -0.1769 -4.1562 1.0056
C -1.1762 -6.1499 0.2042
C 1.8433 -0.4591 4.4012
C 0.0667 0.7714 -4.2386
C -2.0429 -5.3640 -0.5287
C -4.3750 0.3743 0.5909
C -1.9411 -3.9825 -0.4421
H -1.6555 2.4536 -2.9323
H 2.4976 -1.8798 5.8614
H -0.4722 -0.0309 -3.7446
H -5.1938 0.7207 -1.3398
H -1.6827 4.1936 1.7798
H 3.7206 -0.6658 5.4286
H -1.0479 0.6712 -6.0657
H 4.9002 -0.5379 0.2564
H -3.3360 2.9791 -2.8073
H -1.6819 4.4054 -1.5309
H 0.7755 -0.5735 4.5984
H 0.2011 2.5271 -7.1310
H 2.3052 2.5607 -1.1193
H 1.9992 3.6761 -5.8860
H -1.9222 -7.7527 -0.4662
H -3.7596 2.8698 1.1539
H -3.3608 2.7797 2.8649
H 3.4650 1.5352 -1.9974
H 4.5615 0.6142 3.0774
H 2.5482 2.9803 -3.5810
H -2.9770 3.7875 -0.5132
H 4.6475 1.5667 1.6050
H -4.4555 2.1633 -0.6464
H -2.8100 -5.7821 -1.1706
H 2.3699 -0.2092 6.4778
H 2.7128 0.9680 -0.4814
H -5.3231 0.6140 1.0782
H 4.7849 -1.4962 1.7318
H -0.9260 2.6923 2.3312
H -4.3055 -0.6994 0.4254
H 6.1843 -0.4115 1.4859
H 0.4480 -6.1202 1.6139
H 2.0900 -1.1207 3.5662
```

HOMO-LUMO gap ... 6.12 eV
ΔE to the lowest compared entry with this formula, charge and spin ... 121.93 kJ/mol
Charge ... -2
LUMO level ... 3.81 eV

Atom charges from the Löwdin analysis, given in e for atoms 1 to 5: 0.257, 0.788, 0.877, 0.864, 0.823



5.
Entry from the Open Molecules 2025 dataset: CsH30O19P as an isolated structure in a non-equilibrium geometry (the ωB97M-V functional and the def2-TZVPD basis).

Structure (XYZ):
```
51
CsH30O19P (the ωB97M-V functional and the def2-TZVPD basis)
Cs 8.0789 0.1177 10.0798
P 7.4765 -5.8459 10.7055
O 8.5411 -10.2066 9.6615
O 11.5939 -6.6069 13.2603
O 6.9953 -3.6424 6.6883
O 7.7361 -6.8350 11.8752
O 2.7036 -5.7508 9.7810
O 8.7513 -5.6151 9.8646
O 11.7946 -2.6529 8.4198
O 6.5775 -6.5033 9.5858
O 3.5420 -1.8315 10.1883
O 6.8414 -4.5095 11.2707
O 4.3554 -9.1612 12.1762
O 9.8613 -6.6809 5.7152
O 9.4954 -2.9482 14.1235
O 4.5712 -3.5753 15.2624
O 4.4025 -10.5352 7.8764
O 5.8508 -8.0026 5.3112
O 7.5569 -10.6814 14.2825
O 7.1623 -6.7744 16.5028
O 12.6153 -7.7419 9.1173
H 6.3678 -4.3115 6.4147
H 4.9566 -11.2294 8.2332
H 5.1499 -3.4367 14.5126
H 7.0968 -7.6987 16.7429
H 2.8675 -5.1466 10.5051
H 7.6468 -4.1202 7.2016
H 10.6561 -6.7986 13.2672
H 7.1745 -6.7754 15.5457
H 5.1066 -4.0571 15.8929
H 5.1120 -8.6060 11.9880
H 11.7672 -2.6917 7.4638
H 9.0808 -10.0387 10.4340
H 3.5731 -6.0540 9.5199
H 9.9239 -3.7586 13.8479
H 8.5918 -3.0397 13.8212
H 8.1253 -9.3656 9.4718
H 3.3672 -2.2639 9.3524
H 9.0130 -7.1035 5.5806
H 7.8005 -9.8613 13.8532
H 11.2448 -3.3825 8.7055
H 4.2341 -2.3568 10.5900
H 9.9747 -6.6676 6.6656
H 12.5858 -8.2224 8.2899
H 11.8260 -6.5779 12.3321
H 6.6188 -10.7708 14.1145
H 5.8569 -7.7552 6.2358
H 4.6882 -9.7427 8.3309
H 11.8275 -7.1982 9.1072
H 3.6144 -8.6971 11.7867
H 5.1980 -8.7003 5.2537
```

HOMO-LUMO gap ... 1.72 eV
ΔE to the lowest compared entry with this formula, charge and spin ... 971.52 kJ/mol
Charge ... -2
LUMO level ... 2.18 eV

Atom charges from the Löwdin analysis, given in e for atoms 1 to 5: 0.556, -0.175, -0.075, -0.069, -0.073